No. 1
DFT (ωB97M-V with the def2-TZVPD basis set) results for a cluster of 11 separate species, H22O11 in total in a non-equilibrium geometry.

XYZ file:
```
33
Properties=species:S:1:pos:R:3
O -0.043 0.152 -0.430
H -0.392 -0.314 0.297
H 0.865 0.234 -0.172
O -3.051 1.306 0.256
H -3.057 0.416 0.716
H -3.945 1.571 0.422
O -0.730 1.427 2.534
H -1.676 1.567 2.670
H -0.599 1.690 1.647
O -1.846 -1.136 1.318
H -1.778 -1.089 2.252
H -2.677 -1.563 1.051
O 4.213 0.978 -0.369
H 4.476 1.733 0.164
H 3.634 0.421 0.114
O -1.827 -2.926 -1.003
H -2.436 -3.397 -0.452
H -2.222 -2.071 -1.237
O 2.281 -0.712 0.521
H 2.773 -1.527 0.259
H 2.010 -0.940 1.412
O -1.171 1.838 -2.136
H -0.739 1.399 -1.378
H -1.475 1.152 -2.721
O 0.801 -0.939 -3.055
H 0.007 -0.715 -2.569
H 0.582 -0.937 -3.996
O 0.872 -0.772 2.940
H 0.409 0.056 2.806
H 0.837 -0.941 3.857
O 2.119 1.570 -2.125
H 1.204 1.331 -2.181
H 2.584 1.122 -1.406
```

DFT total energy   -840.80694 Eh
Energy above the lowest of the compared OMol25 structures with the same formula, charge and spin   1.992 eV
Structure (SMILES)   O.O.O.O.O.O.O.O.O.O.O
Spin multiplicity   1
LUMO   -0.4 eV


No. 2
DFT (ωB97M-V with the def2-TZVPD basis set) results for a cluster of 11 separate species, H22O11 in total in a non-equilibrium geometry.

XYZ file:
```
33
Properties=species:S:1:pos:R:3
O -11.805 6.009 3.942
H -11.514 5.169 3.566
H -11.819 5.856 4.892
O -8.383 2.294 2.314
H -8.907 3.037 2.640
H -7.800 2.071 3.048
O -6.068 6.027 3.139
H -5.413 5.969 2.437
H -6.848 5.582 2.782
O -9.128 6.264 -1.492
H -9.737 7.003 -1.357
H -8.708 6.446 -2.341
O -9.080 5.042 1.623
H -9.256 5.600 0.864
H -9.947 4.706 1.866
O -11.032 1.996 -0.298
H -10.832 2.216 0.615
H -10.180 2.078 -0.758
O -12.354 2.861 2.414
H -13.255 2.593 2.629
H -11.799 2.438 3.080
O -11.630 4.690 0.669
H -11.861 3.913 1.235
H -11.536 4.327 -0.220
O -10.298 3.545 4.293
H -9.653 4.232 4.520
H -10.334 2.977 5.072
O -9.200 3.510 -1.548
H -9.438 4.424 -1.287
H -8.471 3.610 -2.167
O -7.865 8.807 0.358
H -8.673 9.275 0.121
H -8.069 7.874 0.222
```

DFT total energy   -840.81089 Eh
Energy above the lowest of the compared OMol25 structures with the same formula, charge and spin   1.884 eV
Structure (SMILES)   O.O.O.O.O.O.O.O.O.O.O
Spin multiplicity   1
LUMO   -0.2 eV


No. 3
DFT (ωB97M-V with the def2-TZVPD basis set) results for a cluster of 11 separate species, H22O11 in total in a non-equilibrium geometry.

XYZ file:
```
33
Properties=species:S:1:pos:R:3
O 1.103 0.313 -0.675
H 0.543 -0.091 -0.002
H 1.001 -0.263 -1.441
O 4.452 0.240 -3.337
H 4.318 0.857 -4.065
H 5.162 -0.335 -3.644
O 3.519 -0.298 -0.598
H 2.677 -0.505 -0.176
H 3.273 0.241 -1.359
O -0.143 -4.350 -2.851
H -0.670 -4.775 -2.165
H -0.548 -4.644 -3.674
O -0.534 1.241 2.898
H 0.179 0.592 2.880
H -1.306 0.750 2.596
O -0.387 -2.989 3.835
H 0.191 -2.509 4.439
H -0.820 -2.296 3.324
O -2.477 3.083 1.033
H -2.780 3.986 0.887
H -2.081 2.830 0.191
O -2.130 2.163 -2.007
H -1.539 1.404 -2.063
H -1.550 2.894 -1.762
O 1.676 3.326 1.631
H 1.814 3.060 0.715
H 1.767 4.285 1.613
O -1.707 -1.099 0.929
H -2.390 -0.435 0.781
H -1.570 -1.084 1.883
O -3.300 -1.632 -0.673
H -3.784 -1.846 0.132
H -2.463 -2.100 -0.575
```

DFT total energy   -840.75812 Eh
Energy above the lowest of the compared OMol25 structures with the same formula, charge and spin   3.320 eV
Structure (SMILES)   O.O.O.O.O.O.O.O.O.O.O
Spin multiplicity   1
LUMO   -0.2 eV


No. 4
DFT (ωB97M-V with the def2-TZVPD basis set) results for a cluster of 11 separate species, H22O11 in total.

XYZ file:
```
33
Properties=species:S:1:pos:R:3
O 2.759 -1.971 -1.615
H 2.414 -1.096 -1.793
H 2.029 -2.479 -1.251
O 0.641 -3.314 -0.175
H -0.118 -3.785 -0.518
H 0.271 -2.477 0.119
O -3.541 -2.494 -0.945
H -4.374 -2.729 -0.546
H -3.411 -1.573 -0.698
O 2.729 0.320 1.646
H 2.715 -0.608 1.863
H 2.992 0.368 0.722
O -1.071 -1.465 2.829
H -0.488 -1.227 2.101
H -1.440 -0.629 3.117
O -0.849 2.682 -0.359
H -1.740 3.033 -0.309
H -0.579 2.496 0.548
O 2.711 1.313 -1.015
H 3.299 2.059 -0.874
H 2.165 1.564 -1.763
O 0.351 1.882 -2.797
H -0.110 1.207 -3.284
H -0.228 2.208 -2.103
O -2.881 0.158 -0.106
H -3.401 0.831 -0.548
H -3.202 0.106 0.797
O 0.642 2.110 2.013
H 1.341 1.459 2.162
H 1.042 2.954 2.238
O -0.149 -0.637 0.362
H -0.984 -0.343 -0.008
H 0.465 0.079 0.191
```

DFT total energy   -840.86036 Eh
Energy above the lowest of the compared OMol25 structures with the same formula, charge and spin   0.538 eV
Structure (SMILES)   O.O.O.O.O.O.O.O.O.O.O
Spin multiplicity   1
LUMO   -0.4 eV


No. 5
DFT (ωB97M-V with the def2-TZVPD basis set) results for a cluster of 11 separate species, H22O11 in total in a non-equilibrium geometry.

XYZ file:
```
33
Properties=species:S:1:pos:R:3
O -2.629 -1.279 1.647
H -1.939 -0.662 1.884
H -2.663 -1.878 2.394
O 2.241 -2.056 -0.663
H 2.668 -2.804 -0.215
H 2.939 -1.419 -0.706
O 2.495 1.038 -1.592
H 3.124 1.425 -0.978
H 1.678 0.918 -1.130
O -0.706 -2.222 -0.009
H -1.181 -2.212 -0.831
H -1.444 -2.057 0.602
O -0.511 3.061 1.941
H -0.576 3.994 1.889
H 0.442 2.969 1.754
O 0.042 0.702 -0.364
H -0.205 0.629 0.576
H 0.139 -0.166 -0.653
O -0.866 0.451 2.396
H -0.339 0.327 3.177
H -0.915 1.382 2.143
O 0.812 -1.949 2.224
H 0.088 -1.788 2.803
H 0.339 -2.028 1.440
O 0.629 -1.266 -2.642
H 0.682 -1.548 -3.554
H 1.302 -1.776 -2.184
O -1.402 0.604 -2.830
H -0.889 -0.171 -2.504
H -1.188 1.216 -2.143
O -1.092 2.999 -1.269
H -0.476 3.097 -1.986
H -0.599 2.472 -0.620
```

DFT total energy   -840.82186 Eh
Energy above the lowest of the compared OMol25 structures with the same formula, charge and spin   1.586 eV
Structure (SMILES)   O.O.O.O.O.O.O.O.O.O.O
Spin multiplicity   1
LUMO   -0.1 eV


No. 6
DFT (ωB97M-V with the def2-TZVPD basis set) results for a structure of composition H22O11Xe.

XYZ file:
```
34
Properties=species:S:1:pos:R:3
Xe -0.157 0.473 -0.158
O -0.783 2.362 3.498
H -0.900 2.927 4.262
H -0.647 2.969 2.770
O -3.387 1.415 -2.267
H -2.506 1.387 -2.639
H -3.656 0.498 -2.217
O -0.831 -3.561 -1.583
H -0.034 -3.103 -1.317
H -0.801 -3.558 -2.540
O 3.196 1.409 1.035
H 2.948 1.615 1.937
H 2.835 2.129 0.517
O -3.330 0.975 1.804
H -3.553 1.276 2.685
H -2.640 1.571 1.514
O 1.575 -2.574 -0.372
H 1.053 -2.429 0.418
H 1.854 -1.698 -0.639
O -0.641 -0.395 4.162
H -0.621 0.486 3.789
H -1.536 -0.498 4.486
O 3.002 -0.339 -1.453
H 3.158 0.131 -0.634
H 3.796 -0.855 -1.589
O 1.856 0.716 -3.941
H 2.232 0.254 -3.192
H 0.928 0.809 -3.724
O 0.445 -2.482 2.353
H 0.144 -3.371 2.539
H -0.034 -1.932 2.974
O -0.940 1.145 -3.772
H -1.088 0.371 -4.316
H -0.939 1.876 -4.390
```

DFT total energy   -1170.19342 Eh
Energy above the lowest of the compared OMol25 structures with the same formula, charge and spin   0.362 eV
Spin multiplicity   1
LUMO   -0.4 eV


No. 7
DFT (ωB97M-V with the def2-TZVPD basis set) results for a structure of composition H22O11Xe.

XYZ file:
```
34
Properties=species:S:1:pos:R:3
Xe -0.609 0.255 0.000
O -4.218 -1.018 -1.775
H -3.495 -1.102 -2.396
H -4.312 -0.075 -1.643
O -1.724 -0.318 3.199
H -2.556 -0.237 2.732
H -1.885 0.091 4.049
O -2.026 -0.772 -3.422
H -1.971 -1.293 -4.223
H -1.635 0.070 -3.655
O -2.547 3.995 -1.315
H -2.347 4.922 -1.442
H -1.695 3.581 -1.182
O 2.666 0.383 3.250
H 2.310 -0.293 2.673
H 2.096 1.139 3.112
O 0.852 -1.207 -4.109
H 0.085 -0.913 -3.617
H 1.521 -0.548 -3.927
O 0.338 3.489 -1.003
H 0.566 4.260 -1.523
H 1.160 3.229 -0.587
O 0.269 -3.989 1.194
H 0.886 -4.557 1.656
H 0.168 -3.228 1.766
O 0.497 -1.833 2.981
H 0.393 -2.341 3.786
H -0.317 -1.337 2.903
O 2.775 2.064 -0.833
H 2.759 1.183 -1.206
H 3.266 1.971 -0.017
O 2.928 -1.529 1.313
H 3.632 -2.154 1.486
H 2.170 -1.887 1.774
```

DFT total energy   -1170.17457 Eh
Energy above the lowest of the compared OMol25 structures with the same formula, charge and spin   0.875 eV
Spin multiplicity   1
LUMO   0.0 eV


> What is the DFT total energy in the fourth record?

-840.86036 Eh


> Which value of energy above the lowest of the compared OMol25 structures with the same formula, charge and spin does entry 3 give?

3.320 eV


> Look up the LUMO of the fourth one.

-0.4 eV